16
Properties=species:S:1:pos:R:3 method="wB97M-V/def2-TZVPD" smiles=CC.CC homo_lumo_gap_ev=12.10 lumo_ha=0.0375
C -2.66703 -0.03273 0.65566
C -2.02336 -1.35804 0.75673
C 2.51841 0.55465 0.05452
C 2.18195 0.85223 -1.41929
H 3.47766 1.05590 0.26524
H 2.03615 0.96568 0.93784
H 2.68728 0.03457 -2.07960
H -1.14649 -1.62867 1.35414
H 2.56995 -0.51900 -0.11381
H -2.41540 0.77647 1.31992
H -1.83190 -1.85827 -0.18173
H -2.79589 -2.09409 1.14959
H -2.45229 0.39523 -0.34125
H 2.42800 1.95162 -1.49498
H 1.13153 0.87151 -1.74642
H -3.81317 -0.14787 0.57331

=====

47
Properties=species:S:1:pos:R:3 method="wB97M-V/def2-TZVPD" total_charge=-1 homo_lumo_gap_ev="6.51 / 6.49" lumo_ha="0.0309 / 0.0352"
Os 0.03536 0.87182 0.05672
Se 0.15604 3.62553 0.24425
F 1.89837 -1.72691 1.70991
F 1.89958 -3.79893 0.70532
F 0.33597 -3.28849 2.33256
F 0.21189 -2.29613 0.25854
O 0.51159 4.98808 1.00300
O 1.00196 2.27239 1.01695
O -3.69350 -0.48490 1.11703
O -1.33705 2.98880 0.50067
O 0.62817 3.43560 -1.29075
O 1.12852 -0.09242 -3.77556
N -1.83723 0.17827 -0.09515
N -0.35430 0.18749 1.99804
N 2.00705 0.29184 -0.39401
N -0.10417 0.31369 -1.85411
C -1.75313 0.08811 -3.72794
C -1.61542 -0.20525 2.21013
C -1.40566 0.18006 -2.38822
C -2.05697 -0.63519 3.44098
C 3.47633 -0.28354 -2.17374
C 0.51269 0.17189 3.01079
C -2.51914 -0.18363 1.02206
C 4.53667 -0.32907 -1.28512
C -4.06154 -0.14681 -3.07515
C 4.30817 -0.04438 0.04934
C 0.14334 -0.25005 4.27209
C 3.02682 0.26324 0.46268
C -3.09181 -0.07338 -4.06307
C 2.22864 0.02859 -1.68664
C -2.37961 0.10226 -1.39384
C -1.15763 -0.66511 4.49048
C -3.71578 -0.06049 -1.73214
C 1.02880 0.08543 -2.58042
B 1.07980 -2.81071 1.24508
H -3.37075 -0.13949 -5.10700
H -5.10284 -0.27267 -3.34348
H 2.81075 0.50820 1.48399
H 5.53163 -0.57919 -1.62917
H -3.08758 -0.94563 3.53083
H 3.57531 -0.48499 -3.23036
H -4.46388 -0.11981 -0.95981
H 0.87854 -0.25609 5.06320
H -1.46600 -1.00841 5.46913
H 1.50730 0.51721 2.80433
H -0.99253 0.14677 -4.48812
H 5.10722 -0.06363 0.77571

=====

11
Properties=species:S:1:pos:R:3 method="wB97M-V/def2-TZVPD" smiles="CC(=O)C#CN" homo_lumo_gap_ev=9.87 lumo_ha=0.0243
O -0.46283 -1.42847 1.50132
N 2.71131 0.77922 -0.40794
C -0.71299 -0.48549 0.77479
C 1.44354 0.64534 -0.01559
C 0.33927 0.46395 0.46621
C -2.07616 -0.30620 0.15832
H -2.63558 0.45316 0.71538
H 3.32108 0.06100 -0.03798
H -2.01358 0.01811 -0.88380
H 2.87705 1.00428 -1.37790
H -2.60002 -1.26155 0.22994

=====

52
Properties=species:S:1:pos:R:3 method="wB97M-V/def2-TZVPD" homo_lumo_gap_ev="5.71 / 5.81" lumo_ha="-0.0620 / -0.0578"
Se -0.41222 2.62177 -1.25953
Co -0.84834 0.90575 0.57964
Cl -1.00632 -0.80384 -2.90621
Cl -0.26224 -2.75682 -0.41088
Cl -2.78885 1.33653 1.21338
S 2.25164 0.14483 -0.25688
Si -0.40736 -0.78072 -0.94504
O 1.30484 -0.44969 -1.29226
O 3.24104 -0.77991 0.17437
N 3.96416 5.17854 -2.77039
N 1.24836 0.69083 0.83553
N 0.12909 0.70169 2.75011
N 2.49643 0.50527 2.84427
C 2.88562 1.69426 -2.43403
C 0.21565 3.78490 1.68505
C 3.23742 2.89804 -3.00421
C 0.19150 7.14918 -0.05833
C -0.08765 5.41532 -1.74218
C -0.10070 4.43898 -0.73721
C 0.24245 6.15919 0.91285
C 0.11001 4.81223 0.59885
C -0.23777 5.07882 -3.20386
C 1.34514 0.60761 2.19183
C 2.40917 0.47524 4.17060
C 3.59392 3.84046 -0.80677
C 0.26581 8.60916 0.29866
C 3.59098 3.99182 -2.20171
C 1.20285 0.55707 4.84948
C 2.89403 1.56790 -1.05393
C 0.05470 6.74885 -1.38064
C 0.06214 0.67672 4.07184
C 3.25309 2.63525 -0.23954
H 0.46556 8.74349 1.36090
H 3.78642 5.32569 -3.74668
H 0.46422 5.66529 -3.79873
H -0.06617 4.02112 -3.39348
H 2.57317 0.85993 -3.04792
H 1.04703 9.11676 -0.26959
H -0.67965 9.10283 0.06502
H 3.21651 3.01049 -4.08127
H -0.92667 0.75536 4.50917
H 1.02414 3.08368 1.46088
H 0.41532 4.25006 2.65055
H 0.04198 7.50137 -2.16415
H -0.70976 3.21316 1.77379
H 3.35000 0.38718 4.70268
H 3.23983 2.51314 0.83746
H 3.84604 4.68492 -0.17726
H 4.02452 5.99485 -2.18939
H 1.15463 0.53758 5.92756
H -1.24552 5.32131 -3.54871
H 0.38133 6.44576 1.95040

=====

11
Properties=species:S:1:pos:R:3 method="wB97M-V/def2-TZVPD" smiles=C#C[C@H](Cl)CO homo_lumo_gap_ev=11.23 lumo_ha=0.0260
Cl 1.88221 -0.38689 -0.02928
O -2.20655 -1.06305 0.12020
C -0.65089 2.43549 -0.10335
C -0.84315 -1.08719 -0.33510
C 0.11932 -0.13220 0.35853
C -0.24230 1.26272 0.05235
H 0.03915 -0.20720 1.43610
H -0.64355 -2.20070 -0.36808
H -0.87221 -0.77388 -1.38058
H -2.37828 -0.09115 0.44462
H -0.78816 3.48157 -0.43044

=====

63
Properties=species:S:1:pos:R:3 method="wB97M-V/def2-TZVPD" homo_lumo_gap_ev="6.18 / 7.35" s2=0.763 lumo_ha="-0.0092 / -0.0320" spin_multiplicity=2
Pd -0.88775 0.05809 1.00966
Ge 0.50007 -0.23593 -0.91085
Cl -1.74375 -6.21982 -0.72984
Cl -3.61523 -4.01107 -1.85725
Cl 0.67357 -5.44018 1.07005
Cl -2.98686 -1.02081 -1.31816
Cl 1.19020 -2.45717 1.74740
Si -1.76244 2.37184 1.33074
Si -0.13827 -0.41338 -3.25643
Si 2.86188 -0.56221 -0.57071
C 3.40367 0.09219 1.10470
C -1.54267 0.68953 3.73117
C -0.80054 -1.83815 0.03385
C -1.92734 -2.23771 -0.69037
C 3.69526 0.56870 -1.82061
C 1.38317 -0.02443 -4.29232
C -0.32021 -4.21582 0.38431
C -1.38825 0.93336 -3.65978
C 1.02757 1.54156 4.33985
C -3.53657 1.88945 0.96746
C -0.05532 -2.87023 0.61645
C -0.68046 -2.11110 -3.84774
C 0.56712 1.61806 3.03595
C -1.07167 0.60523 5.03428
C -1.40823 -4.56896 -0.41093
C 3.45204 -2.31264 -0.89776
C -0.90497 3.09414 -0.17552
C -2.24066 -3.57313 -0.92320
C -1.90534 3.83194 2.52129
C -0.72900 1.18889 2.69977
C 0.20755 1.03983 5.34032
H -3.62842 1.27007 0.07472
H 1.06740 0.02738 -5.33901
H 0.16646 3.21998 -0.00359
H -1.02948 2.47111 -1.06065
H 2.82432 -0.28617 1.94512
H -0.95075 -2.03911 -4.90570
H 1.22077 2.00284 2.26194
H 3.26173 1.57088 -1.82656
H -4.11171 2.80668 0.81407
H 4.54177 -2.36137 -0.81133
H 3.18579 -2.61198 -1.91444
H 3.33001 1.18238 1.10981
H -2.55189 0.36012 3.51243
H 2.14557 -0.80155 -4.21276
H 3.66581 0.17950 -2.83597
H 1.83965 0.93101 -4.03353
H -0.91776 4.21804 2.77977
H 4.74502 0.66260 -1.52535
H -2.40463 3.54480 3.44816
H 0.56785 0.98730 6.35963
H 0.15560 -2.81002 -3.76319
H -2.47626 4.64724 2.06562
H -1.71058 0.20680 5.81222
H -1.87295 0.71709 -4.61607
H -1.53100 -2.54085 -3.33199
H 3.03037 -3.04531 -0.20965
H 2.03018 1.87384 4.57975
H 4.45518 -0.16627 1.26173
H -3.99833 1.34662 1.79478
H -1.33714 4.08081 -0.36878
H -2.16572 1.05922 -2.90446
H -0.86339 1.88628 -3.76253